# 1
{
  "formula": "C4H12O3",
  "method": "ωB97M-V/def2-TZVPD",
  "charge": 1,
  "e_above_lowest_kcal_mol": 36.6,
  "spin_multiplicity": 2,
  "orbital_gap_ev": [7.99, 4.02],
  "symbols": ["O", "C", "C", "C", "C", "H", "H", "H", "H", "H", "H", "H", "H", "H", "H", "O", "H", "H", "O"],
  "xyz": [[-1.519, -2.109, -0.603], [-0.432, -1.887, -0.187], [0.244, -0.549, -0.062], [-0.272, 0.552, -1.021], [0.846, 1.184, -1.842], [0.128, -2.780, 0.195], [1.328, -0.660, -0.236], [0.081, -0.343, 1.012], [-0.866, 1.276, -0.468], [-1.012, 0.160, -1.724], [0.383, 1.790, -2.612], [1.521, 1.776, -1.247], [1.381, 0.383, -2.369], [-1.657, -5.287, 3.113], [-0.644, -5.007, 2.036], [-1.091, -4.579, 2.780], [0.387, 4.704, 1.473], [1.015, 5.930, 0.868], [0.178, 5.446, 0.892]]
}



# 2
{
  "formula": "C5H14IN2OS",
  "method": "ωB97M-V/def2-TZVPD",
  "charge": 1,
  "e_above_lowest_kcal_mol": 0.0,
  "orbital_gap_ev": [7.63, 4.71],
  "symbols": ["C", "C", "C", "C", "C", "N", "N", "O", "S", "I", "H", "H", "H", "H", "H", "H", "H", "H", "H", "H", "H", "H", "H", "H"],
  "xyz": [[0.158, -0.973, -2.214], [-1.979, -1.765, -1.243], [-0.323, 0.059, 1.014], [0.900, 0.286, 1.899], [0.021, -1.151, 0.161], [1.865, 1.217, 1.395], [-0.628, -1.290, -1.130], [0.018, 3.050, -0.574], [0.012, 4.398, -0.060], [0.506, 4.285, 2.342], [-0.398, -1.340, -3.106], [0.196, 0.091, -2.270], [1.085, -1.542, -2.071], [-2.059, -2.818, -1.518], [-2.535, -1.542, -0.361], [-2.556, -1.222, -1.974], [-0.517, 0.960, 0.288], [-1.281, -0.104, 1.652], [0.600, 0.587, 2.967], [1.431, -0.666, 2.003], [1.092, -0.967, -0.048], [-0.323, -2.107, 0.661], [1.915, 1.091, 0.389], [2.800, 1.464, 1.800]]
}



# 3
{
  "formula": "C11H11NS",
  "method": "ωB97M-V/def2-TZVPD",
  "charge": 0,
  "e_above_lowest_kcal_mol": 13.9,
  "smiles": "Cc1cncc(-c2sccc2C)c1",
  "orbital_gap_ev": 9.27,
  "symbols": ["C", "C", "C", "N", "C", "C", "C", "S", "C", "C", "C", "C", "C", "H", "H", "H", "H", "H", "H", "H", "H", "H", "H", "H"],
  "xyz": [[-3.677, -1.569, 0.536], [-2.524, -0.638, 0.055], [-2.834, 0.624, -0.620], [-1.862, 1.435, -1.044], [-0.533, 1.076, -1.046], [-0.214, -0.069, -0.359], [1.227, -0.323, -0.132], [1.819, -1.823, -0.640], [3.500, -1.348, -0.389], [3.468, -0.041, 0.010], [2.190, 0.608, 0.158], [2.069, 1.977, 0.734], [-1.150, -0.930, 0.135], [-3.569, -1.687, 1.676], [-3.496, -2.622, 0.219], [-4.659, -1.276, 0.165], [-3.878, 0.841, -0.701], [0.145, 1.789, -1.427], [4.352, -1.948, -0.552], [4.345, 0.655, -0.034], [2.068, 2.726, -0.180], [1.148, 2.141, 1.315], [2.945, 2.245, 1.426], [-0.881, -1.843, 0.694]]
}